ORCA calculation (ωB97M-V/def2-TZVPD) on a cluster of 9 separate species, C36H99N9O9 in total in a non-equilibrium geometry.

Last column: Löwdin charge in e.
Atoms and positions in Å:
C1 -2.028 -6.113 -4.391  -0.11
O1 -1.733 -5.667 -3.087  -0.18
C2 -1.069 -4.449 -3.012  -0.24
C3 -1.928 -3.451 -2.288  -0.44
C4 -3.213 -3.173 -2.951  -0.06
N1 -1.149 -2.200 -2.030  0.05
H1 -2.189 -5.304 -5.115  0.08
H2 -2.934 -6.725 -4.334  0.09
H3 -1.231 -6.759 -4.809  0.09
H4 -0.189 -4.692 -2.387  0.12
H5 -0.636 -4.094 -3.958  0.12
H6 -2.116 -3.937 -1.310  0.14
H7 -4.029 -3.859 -2.745  0.09
H8 -3.087 -2.990 -4.021  0.07
H9 -3.587 -2.201 -2.578  0.08
H10 -0.410 -2.489 -1.394  0.02
H11 -1.737 -1.654 -1.386  0.05
C5 3.536 4.586 -0.352  -0.11
O2 4.562 5.558 -0.458  -0.18
C6 4.032 6.749 -0.949  -0.27
C7 5.096 7.815 -1.090  -0.39
C8 5.705 8.215 0.290  -0.06
N2 4.391 8.979 -1.735  0.04
H12 3.971 3.620 -0.120  0.08
H13 2.971 4.438 -1.291  0.08
H14 2.832 4.931 0.423  0.09
H15 3.724 6.557 -2.008  0.13
H16 3.126 7.037 -0.389  0.12
H17 5.881 7.478 -1.766  0.13
H18 4.892 8.383 0.991  0.08
H19 6.239 9.170 0.173  0.07
H20 6.486 7.525 0.612  0.07
H21 3.442 9.081 -1.404  0.03
H22 4.915 9.818 -1.555  0.05
C9 2.568 1.465 4.247  -0.13
O3 1.247 1.634 3.873  -0.20
C10 0.443 0.582 4.425  -0.19
C11 -0.999 0.909 4.119  -0.40
C12 -1.887 -0.234 4.440  -0.07
N3 -1.154 1.209 2.638  0.07
H23 2.895 0.451 3.979  0.09
H24 2.728 1.745 5.291  0.09
H25 3.186 2.129 3.640  0.09
H26 0.682 -0.366 3.913  0.12
H27 0.651 0.601 5.500  0.13
H28 -1.195 1.837 4.694  0.15
H29 -1.787 -0.611 5.461  0.09
H30 -1.713 -1.045 3.734  0.06
H31 -2.928 0.090 4.308  0.08
H32 -2.010 1.755 2.520  0.05
H33 -0.349 1.734 2.302  0.07
C13 0.389 9.107 -1.923  -0.14
O4 -0.503 8.131 -1.607  -0.17
C14 -0.016 6.859 -1.856  -0.24
C15 -0.718 5.905 -0.944  -0.39
C16 -0.647 6.291 0.556  -0.05
N4 -0.139 4.468 -1.135  0.05
H34 0.874 8.956 -2.899  0.10
H35 1.221 9.150 -1.184  0.08
H36 -0.098 10.075 -1.897  0.09
H37 -0.221 6.557 -2.897  0.14
H38 1.071 6.788 -1.679  0.12
H39 -1.804 5.881 -1.189  0.14
H40 -0.947 5.454 1.174  0.06
H41 -1.129 7.241 0.768  0.07
H42 0.421 6.470 0.797  0.07
H43 -0.864 3.856 -0.735  0.07
H44 -0.262 4.261 -2.144  0.03
C17 1.646 1.173 -0.547  -0.11
O5 1.103 0.331 0.408  -0.18
C18 1.395 -0.999 0.142  -0.24
C19 0.590 -1.861 1.076  -0.40
C20 0.807 -3.337 0.918  -0.06
N5 -0.897 -1.535 0.971  0.07
H45 1.077 1.144 -1.482  0.08
H46 2.716 0.970 -0.690  0.09
H47 1.571 2.199 -0.164  0.08
H48 1.262 -1.274 -0.916  0.12
H49 2.470 -1.185 0.371  0.14
H50 0.890 -1.534 2.095  0.12
H51 1.510 -3.769 1.618  0.08
H52 1.048 -3.605 -0.122  0.07
H53 -0.166 -3.835 1.041  0.06
H54 -1.023 -0.568 1.335  0.04
H55 -1.368 -2.153 1.640  0.04
C21 4.576 -8.708 -2.598  -0.10
O6 4.409 -8.073 -1.366  -0.17
C22 3.746 -6.911 -1.531  -0.28
C23 3.552 -6.236 -0.200  -0.48
C24 4.773 -5.534 0.331  -0.07
N6 3.179 -7.118 0.835  0.04
H56 3.588 -9.021 -2.983  0.10
H57 5.136 -9.619 -2.411  0.09
H58 5.049 -8.065 -3.341  0.09
H59 4.295 -6.223 -2.187  0.13
H60 2.741 -7.104 -1.936  0.13
H61 2.824 -5.435 -0.358  0.12
H62 4.524 -4.857 1.146  0.07
H63 5.219 -4.856 -0.425  0.08
H64 5.572 -6.224 0.603  0.08
H65 2.303 -7.593 0.614  0.09
H66 3.902 -7.826 0.905  0.08
C25 -4.570 3.336 3.191  -0.09
O7 -3.937 2.359 2.376  -0.23
C26 -4.794 1.285 2.034  -0.21
C27 -4.041 0.105 1.487  -0.43
C28 -3.658 0.334 0.029  -0.06
N7 -4.917 -1.101 1.509  0.04
H67 -3.826 4.108 3.377  0.09
H68 -4.923 2.873 4.126  0.09
H69 -5.420 3.827 2.686  0.09
H70 -5.295 0.961 2.973  0.12
H71 -5.554 1.667 1.338  0.13
H72 -3.117 -0.208 1.962  0.09
H73 -3.321 -0.610 -0.412  0.05
H74 -2.858 1.073 -0.041  0.08
H75 -4.526 0.582 -0.598  0.08
H76 -5.768 -0.997 0.961  0.07
H77 -5.207 -1.368 2.454  0.06
C29 -0.146 3.130 -4.548  -0.17
O8 0.035 1.976 -5.219  -0.15
C30 -0.770 0.966 -4.726  -0.24
C31 -0.550 -0.269 -5.551  -0.46
C32 -0.789 -0.050 -7.034  -0.06
N8 -1.492 -1.273 -5.050  0.02
H78 0.474 3.145 -3.647  0.08
H79 -1.193 3.424 -4.337  0.10
H80 0.149 3.997 -5.162  0.10
H81 -0.641 0.763 -3.648  0.12
H82 -1.843 1.242 -4.789  0.14
H83 0.484 -0.634 -5.429  0.14
H84 0.093 0.424 -7.478  0.08
H85 -1.718 0.472 -7.249  0.08
H86 -0.815 -1.014 -7.566  0.07
H87 -1.255 -1.522 -4.046  0.05
H88 -1.245 -2.179 -5.489  0.07
C33 -1.889 -3.916 7.191  -0.16
O9 -1.179 -3.695 6.048  -0.20
C34 -1.378 -4.712 5.019  -0.16
C35 -2.001 -4.116 3.754  -0.41
C36 -3.314 -3.447 3.950  -0.07
N9 -2.128 -5.249 2.690  0.04
H89 -1.845 -3.012 7.789  0.09
H90 -1.487 -4.784 7.729  0.09
H91 -2.952 -4.135 6.993  0.09
H92 -0.392 -5.099 4.734  0.12
H93 -2.023 -5.534 5.349  0.13
H94 -1.233 -3.420 3.355  0.11
H95 -3.501 -2.735 3.134  0.05
H96 -3.233 -2.783 4.824  0.07
H97 -4.170 -4.101 4.085  0.09
H98 -2.678 -4.892 1.901  0.06
H99 -1.205 -5.468 2.314  0.05

Output
Energy above the lowest of the compared OMol25 structures with the same formula, charge and spin ... 55.3 kcal/mol
Lowest unoccupied orbital energy ... 0.57 eV
Electronic energy ... -70769.911 eV
Multiplicity ... 1